Entry 1:
Here is a structure of composition C7H18AlBCl5CsF4KLiMgNO8P2 in a non-equilibrium geometry from the OMol25 dataset. Energies are from wB97M-V/def2-TZVPD.

Geometry as ORCA input:
```
! RIJCOSX wB97M-V def2-TZVPD def2/J DEFGRID3
* xyz 1 1
O -1.228 -1.374 -6.125
P -0.084 -1.959 -5.383
B -0.596 -2.755 -3.673
C 0.383 -2.486 -2.479
C 0.445 -1.004 -2.081
C -0.795 -0.687 -1.264
O -0.707 -0.670 -0.062
O -1.996 -0.494 -1.855
P -2.138 -3.803 -3.697
O -3.345 -2.949 -4.357
O -2.542 -4.211 -2.187
H 0.890 -0.988 -5.203
H 0.489 -2.944 -6.161
H 1.379 -2.868 -2.691
H 0.035 -3.045 -1.603
H 1.339 -0.889 -1.472
H 0.567 -0.348 -2.942
H -2.025 0.303 -2.407
H -3.620 -2.204 -3.806
H -2.476 -3.506 -1.529
F 3.529 -0.997 -6.232
Al 3.519 -1.418 -4.628
F 2.274 -2.571 -4.439
F 3.031 -0.063 -3.714
F 4.944 -2.003 -4.053
C -0.818 0.982 2.471
Cl 0.299 0.025 3.520
Cl -2.226 1.441 3.335
Cl 0.081 2.367 1.814
H -1.098 0.356 1.644
K 1.016 1.276 -0.967
Li 2.517 -0.362 2.258
Cl 0.066 4.233 4.186
Cs -0.438 -2.371 -7.875
C 6.476 2.312 4.168
N 5.741 1.166 3.510
O 4.963 1.429 2.600
O 5.949 0.049 3.919
H 6.167 3.228 3.684
H 6.198 2.292 5.217
H 7.537 2.121 4.038
Cl -0.537 5.852 2.805
C -6.146 1.183 4.457
C -6.544 2.558 5.076
O -7.574 2.420 5.897
H -6.966 0.760 3.876
H -5.287 1.325 3.787
H -5.863 0.470 5.232
H -6.701 3.247 4.212
H -5.595 2.940 5.547
Mg 7.511 4.633 5.633
*
```

As for the lowest unoccupied orbital energy: -5.08 eV. The energy above the lowest of the compared OMol25 structures with the same formula, charge and spin comes out at 0.0 kcal/mol.

---

Entry 2:
Here is the ion C10H17N2S with charge +1 in a non-equilibrium geometry from the OMol25 dataset. Energies are from wB97M-V/def2-TZVPD.

Geometry as ORCA input:
```
! RIJCOSX wB97M-V def2-TZVPD def2/J DEFGRID3
* xyz 1 1
C -0.229 1.312 -0.046
C 0.616 0.199 0.463
C -1.159 -0.949 -0.327
C -4.850 1.070 0.193
C -2.290 -1.375 0.630
C 4.050 1.237 -0.116
C 3.073 -1.082 -0.947
C 2.001 0.473 0.850
C -3.714 -1.040 0.142
C 2.847 0.460 -0.493
N 0.024 -0.916 0.164
N -3.853 0.390 -0.120
S -1.615 0.957 -0.796
H 0.056 2.400 0.091
H -5.659 0.600 0.771
H -5.007 2.191 -0.027
H -2.185 -2.399 0.784
H -1.402 -1.559 -1.265
H -1.905 -0.807 1.552
H 4.515 0.888 0.828
H 3.778 2.229 0.048
H 4.924 1.252 -0.794
H 3.677 -1.709 -0.171
H 2.134 -1.740 -1.138
H 3.726 -1.126 -1.765
H 2.136 1.530 1.297
H 2.395 -0.360 1.424
H -4.506 -1.442 0.880
H -3.839 -1.653 -0.850
H 2.260 0.967 -1.262
*
```

As for the lowest unoccupied orbital energy (spin up / spin down): -5.06 / -5.06 eV. The energy above the lowest of the compared OMol25 structures with the same formula, charge and spin comes out at 40.8 kcal/mol.

---

Entry 3:
Here is a cluster of 2 separate species, C5H11BF3O4S in total from the OMol25 dataset. Energies are from wB97M-V/def2-TZVPD.

Geometry as ORCA input:
```
! RIJCOSX wB97M-V def2-TZVPD def2/J DEFGRID3
* xyz -1 1
C 1.465 -0.889 0.181
C 0.813 -1.397 -1.113
C 0.155 -0.195 -1.799
B -0.887 0.570 -0.957
O -1.123 1.898 -0.957
S -2.168 -0.356 0.240
O -1.744 -1.659 0.676
O -2.708 0.626 1.145
C -3.588 -0.713 -0.935
F -3.568 0.195 -1.929
F -3.486 -1.918 -1.490
F -4.754 -0.631 -0.298
H 1.388 -1.603 1.001
H 2.519 -0.655 0.058
H 1.032 0.051 0.540
H 1.570 -1.802 -1.790
H 0.103 -2.205 -0.939
H -0.315 -0.444 -2.766
H 0.932 0.542 -2.030
H -0.828 2.385 -0.179
C 3.042 1.634 2.652
O 3.212 1.159 1.405
H 2.868 0.847 3.440
H 3.907 2.229 3.063
H 2.164 2.332 2.782
*
```

As for the lowest unoccupied orbital energy: 2.39 eV. The energy above the lowest of the compared OMol25 structures with the same formula, charge and spin comes out at 69.5 kcal/mol.